Entry 1:
Entry from the Open Molecules 2025 dataset: C50H41N5O3RuS4 as an isolated structure (ωB97M-V with the def2-TZVPD basis set).

As for the spin multiplicity: 1. The net charge is +2. For the largest force on an atom, the calculation gives 0.50 eV Å⁻¹. The calculation puts the total energy at -4116.2762 a.u. The calculation puts the energy relative to the best compared isomer or geometry (same formula, charge and spin) at 40.1 kJ/mol. The value obtained for the LUMO energy (spin up / spin down) is -6.4 / -6.4 eV.

Last column: Mulliken charge in e.
Positions of all 104 atoms, in Å:
Ru (-1.260, -0.917, -2.352)  0.31
N (0.662, -1.217, -2.703)  -0.89
S (1.814, -1.216, -1.783)  2.58
N (1.634, -0.505, -0.316)  0.22
S (1.447, -1.068, 1.110)  1.15
N (0.235, -1.966, 1.485)  0.00
S (-1.208, -1.797, 0.747)  2.39
N (-1.200, -1.983, -0.724)  0.00
C (-1.921, -0.276, 1.311)  0.98
C (-2.914, -0.267, 2.282)  -0.93
C (-3.456, 0.952, 2.663)  -1.05
C (-3.008, 2.129, 2.084)  -1.05
C (-2.013, 2.103, 1.115)  -1.40
C (-1.465, 0.896, 0.718)  0.66
C (-2.073, -3.103, 1.545)  -0.42
C (-1.850, -3.406, 2.884)  -0.17
C (-2.601, -4.415, 3.462)  -0.81
C (-3.547, -5.101, 2.708)  -0.68
C (-3.748, -4.790, 1.371)  -0.91
C (-3.010, -3.777, 0.777)  -0.49
C (1.430, 0.405, 2.084)  0.22
C (0.989, 0.282, 3.396)  -0.69
C (0.981, 1.410, 4.197)  -0.78
C (1.417, 2.628, 3.687)  -0.70
C (1.859, 2.728, 2.374)  -0.86
C (1.871, 1.610, 1.555)  -0.03
C (2.823, -2.012, 1.678)  0.83
C (2.697, -3.373, 1.907)  -0.33
C (3.829, -4.079, 2.287)  -0.80
C (5.045, -3.427, 2.437)  -0.62
C (5.146, -2.057, 2.214)  -0.78
C (4.029, -1.336, 1.831)  -0.97
C (3.121, -0.210, -2.426)  -0.16
C (4.201, 0.167, -1.635)  -0.21
C (5.189, 0.957, -2.193)  -0.87
C (5.086, 1.367, -3.519)  -0.62
C (3.997, 0.991, -4.290)  -0.90
C (3.000, 0.192, -3.747)  -0.78
C (2.490, -2.835, -1.506)  0.50
C (1.549, -3.842, -1.312)  -0.19
C (1.995, -5.140, -1.123)  -0.66
C (3.356, -5.420, -1.141)  -0.72
C (4.280, -4.404, -1.350)  -0.84
C (3.853, -3.098, -1.541)  -0.42
H (-3.280, -1.184, 2.720)  0.51
H (-4.242, 0.974, 3.405)  0.50
H (-3.447, 3.074, 2.378)  0.54
H (-1.675, 3.022, 0.654)  0.75
H (-0.698, 0.879, -0.045)  0.24
H (-1.102, -2.873, 3.454)  0.37
H (-2.447, -4.670, 4.502)  0.48
H (-4.127, -5.890, 3.169)  0.44
H (-4.477, -5.338, 0.789)  0.48
H (-3.135, -3.519, -0.266)  0.39
H (0.650, -0.673, 3.778)  0.29
H (0.637, 1.340, 5.220)  0.50
H (1.415, 3.504, 4.321)  0.46
H (2.195, 3.680, 1.984)  0.52
H (2.196, 1.670, 0.525)  0.52
H (1.742, -3.863, 1.789)  0.53
H (3.757, -5.143, 2.471)  0.49
H (5.920, -3.985, 2.742)  0.45
H (6.093, -1.551, 2.351)  0.47
H (4.090, -0.265, 1.684)  0.38
H (4.266, -0.151, -0.603)  0.57
H (6.040, 1.257, -1.596)  0.47
H (5.863, 1.986, -3.949)  0.46
H (3.921, 1.315, -5.319)  0.48
H (2.139, -0.113, -4.326)  0.53
H (0.492, -3.610, -1.331)  0.24
H (1.277, -5.938, -0.981)  0.50
H (3.699, -6.438, -1.013)  0.43
H (5.337, -4.629, -1.386)  0.50
H (4.573, -2.316, -1.732)  0.54
C (-1.676, 9.122, 1.189)  -1.16
C (-2.198, 7.980, 0.367)  0.83
O (-2.968, 7.149, 0.741)  -0.48
S (-1.515, 7.994, -1.336)  -0.19
C (-1.513, 6.258, -1.675)  0.15
C (-2.693, 5.513, -1.660)  -0.51
C (-2.650, 4.160, -1.928)  -0.46
C (-1.433, 3.540, -2.243)  0.62
C (-0.257, 4.302, -2.293)  -0.65
C (-0.298, 5.651, -2.005)  -0.65
C (-1.402, 2.143, -2.465)  0.51
C (-1.393, 0.935, -2.673)  -1.17
H (-2.187, 9.146, 2.148)  0.31
H (-1.829, 10.063, 0.657)  0.35
H (-0.601, 9.004, 1.325)  0.32
H (-3.631, 5.998, -1.440)  0.50
H (-3.557, 3.569, -1.913)  0.52
H (0.676, 3.823, -2.559)  0.63
H (0.604, 6.247, -2.034)  0.45
O (-4.738, 0.329, -0.564)  -0.52
C (-4.589, -0.404, -1.495)  -0.06
C (-5.663, -1.097, -2.336)  -0.40
C (-4.913, -2.120, -3.206)  -0.63
C (-3.508, -1.693, -2.955)  0.40
O (-2.387, -2.057, -3.490)  -0.64
N (-3.337, -0.791, -2.029)  0.46
H (-6.132, -0.327, -2.949)  0.27
H (-6.431, -1.524, -1.697)  0.39
H (-5.167, -2.097, -4.264)  0.39
H (-5.042, -3.147, -2.860)  0.29

=====

Entry 2:
Entry from the Open Molecules 2025 dataset: C50H42Cl5N4O2P2SnTe as an isolated structure (ωB97M-V with the def2-TZVPD basis set).

As for the spin multiplicity: 1. The net charge is -1. For the largest force on an atom, the calculation gives 0.63 eV Å⁻¹. The calculation puts the total energy at -5766.0634 a.u. The calculation puts the energy relative to the best compared isomer or geometry (same formula, charge and spin) at 66.4 kJ/mol. The value obtained for the LUMO energy is 2.2 eV.

Last column: Mulliken charge in e.
Positions of all 107 atoms, in Å:
Sn (-0.177, -1.013, 1.122)  0.45
C (0.154, 1.236, -4.199)  -0.65
C (-0.265, -0.244, -4.271)  -1.66
P (-0.208, -1.284, -2.699)  1.93
C (1.304, -2.278, -3.029)  0.41
C (2.426, -1.672, -3.591)  -0.56
C (3.610, -2.380, -3.767)  -0.69
C (3.690, -3.709, -3.383)  -0.73
C (2.587, -4.318, -2.796)  -0.80
C (1.414, -3.604, -2.604)  -0.82
C (-1.602, -2.390, -3.219)  -0.02
C (-1.519, -3.536, -4.008)  -0.19
C (-2.671, -4.215, -4.391)  -0.69
C (-3.923, -3.749, -4.014)  -0.65
C (-4.021, -2.595, -3.249)  -0.67
C (-2.870, -1.930, -2.852)  -0.33
C (-0.769, 2.121, -3.337)  -1.31
P (-0.278, 2.194, -1.542)  1.80
C (1.201, 3.281, -1.767)  0.34
C (1.137, 4.650, -2.038)  -0.80
C (2.298, 5.388, -2.228)  -0.68
C (3.541, 4.767, -2.156)  -0.68
C (3.615, 3.407, -1.895)  -0.77
C (2.452, 2.670, -1.701)  -0.25
C (-1.506, 3.399, -0.894)  0.27
C (-1.199, 4.071, 0.293)  -0.32
C (-2.102, 4.943, 0.877)  -0.63
C (-3.345, 5.157, 0.288)  -0.61
C (-3.677, 4.470, -0.869)  -0.63
C (-2.767, 3.591, -1.451)  -0.64
H (0.126, 1.621, -5.221)  0.42
H (1.187, 1.334, -3.853)  0.14
H (0.336, -0.763, -5.018)  0.72
H (-1.303, -0.279, -4.600)  0.65
H (2.390, -0.628, -3.885)  0.13
H (4.473, -1.886, -4.198)  0.42
H (4.613, -4.260, -3.513)  0.35
H (2.647, -5.350, -2.468)  0.48
H (0.583, -4.072, -2.088)  0.50
H (-0.558, -3.904, -4.337)  0.41
H (-2.588, -5.114, -4.992)  0.42
H (-4.817, -4.284, -4.313)  0.39
H (-4.994, -2.223, -2.946)  0.46
H (-2.950, -1.039, -2.233)  0.40
H (-1.789, 1.731, -3.405)  0.40
H (-0.770, 3.146, -3.710)  0.62
H (0.176, 5.148, -2.095)  0.38
H (2.233, 6.450, -2.436)  0.40
H (4.446, 5.346, -2.301)  0.38
H (4.579, 2.914, -1.830)  0.48
H (2.523, 1.614, -1.455)  0.52
H (-0.239, 3.901, 0.768)  0.22
H (-1.843, 5.450, 1.799)  0.43
H (-4.052, 5.845, 0.737)  0.36
H (-4.652, 4.609, -1.322)  0.40
H (-3.065, 3.041, -2.334)  0.26
O (3.078, -0.241, 0.301)  -0.21
C (3.311, -0.056, 1.688)  0.26
C (3.442, 1.434, 1.953)  -1.49
C (2.155, 2.227, 1.625)  1.88
C (1.213, 2.367, 2.791)  -0.50
C (1.260, 3.484, 3.625)  -0.71
C (0.372, 3.585, 4.682)  -0.60
C (-0.550, 2.568, 4.883)  -0.99
C (-0.529, 1.493, 4.011)  -0.32
N (0.326, 1.388, 2.992)  0.82
H (2.767, -1.150, 0.165)  -0.10
H (4.225, -0.571, 1.998)  0.47
H (2.484, -0.465, 2.285)  -0.20
H (4.251, 1.813, 1.322)  0.44
H (3.724, 1.582, 2.999)  0.46
H (1.633, 1.711, 0.816)  -1.46
H (2.429, 3.223, 1.266)  0.67
H (1.991, 4.262, 3.435)  0.51
H (0.395, 4.445, 5.339)  0.41
H (-1.268, 2.603, 5.692)  0.48
H (-1.232, 0.676, 4.121)  0.41
Cl (-2.883, 0.966, 1.102)  -0.10
C (-3.350, -0.655, 0.638)  0.91
C (-2.373, -1.633, 0.538)  -2.20
C (-2.805, -2.896, 0.167)  1.47
Cl (-1.605, -4.138, -0.013)  -0.15
C (-4.141, -3.201, -0.073)  -0.33
Cl (-4.623, -4.798, -0.517)  -0.17
C (-5.096, -2.191, 0.028)  0.56
Cl (-6.758, -2.532, -0.289)  -0.19
C (-4.699, -0.901, 0.375)  -0.29
Cl (-5.871, 0.367, 0.471)  -0.22
O (1.397, -2.523, 0.106)  0.71
N (1.476, -3.752, 0.463)  -0.50
C (2.673, -4.262, 0.453)  0.64
C (2.832, -5.652, 0.789)  -0.07
N (3.017, -6.762, 1.032)  -0.60
C (3.854, -3.497, 0.147)  0.04
N (4.790, -2.869, -0.091)  -0.59
Te (-0.284, -2.955, 3.243)  0.03
C (-0.340, -2.064, 5.174)  0.12
C (0.721, -2.332, 6.042)  -0.51
C (0.681, -1.915, 7.367)  -0.54
C (-0.418, -1.214, 7.850)  -0.45
C (-1.472, -0.928, 6.991)  -0.45
C (-1.435, -1.354, 5.669)  -0.36
H (1.583, -2.875, 5.673)  0.35
H (1.511, -2.141, 8.027)  0.36
H (-0.458, -0.904, 8.887)  0.37
H (-2.337, -0.385, 7.358)  0.39
H (-2.283, -1.158, 5.024)  0.42